ORCA calculation (ωB97M-V with the def2-TZVPD basis set) on C36H39ClCsN7O3S2Te as an isolated structure.

Output
Charge: -2
Highest occupied orbital energy, eV: -1.87
Energy above the lowest of the compared OMol25 structures with the same formula, charge and spin, kJ/mol: 0.0
Lowest unoccupied orbital energy, eV: 3.66
E_tot, eV: -96574.34097

Last column: Löwdin charge in e.
Element x y z (Å)
Cs 0.18365 -0.08648 0.28960  0.85
S 0.05857 1.63765 -4.61342  0.44
C -0.18859 2.97695 -3.56311  -0.84
C -1.01212 4.06654 -3.96429  -0.15
C -1.18443 5.15329 -3.14535  -0.13
C -0.54622 5.18165 -1.90178  -0.12
C 0.22087 4.08039 -1.56676  -0.20
N 0.40012 3.01279 -2.34570  0.02
H -1.48833 4.00974 -4.93384  0.07
H -1.80991 5.98262 -3.46216  0.09
H -0.64475 6.01825 -1.22172  0.08
H 0.72524 4.04604 -0.60445  0.07
Cl 5.32501 1.76444 -1.38408  0.67
C 4.35741 2.11883 0.00638  -0.66
C 4.86943 1.96086 1.27307  -0.12
C 4.03070 2.21774 2.34939  -0.07
C 2.73687 2.63627 2.10375  -0.14
N 2.25483 2.81160 0.86874  0.06
C 3.04236 2.53876 -0.16163  -0.18
H 5.88113 1.60499 1.41519  0.11
H 4.37447 2.07413 3.36538  0.10
H 2.04464 2.83272 2.91620  0.09
H 2.61471 2.62448 -1.15688  0.09
C -1.11806 3.61122 1.39180  -0.04
N -1.97687 3.23675 2.49792  -0.08
C -3.40341 3.26851 2.25219  -0.16
C -4.11896 2.25825 3.12366  -0.16
C -3.73226 2.48732 4.56957  -0.18
N -2.29419 2.57352 4.71781  -0.10
C -1.75335 2.18284 5.99733  -0.06
C -1.42391 2.91643 3.70380  -0.50
O -0.20997 2.94396 3.89660  0.02
H -1.34941 2.99644 0.51841  0.08
H -0.07856 3.46059 1.66124  0.06
H -1.26702 4.65843 1.11105  0.09
H -3.56269 3.02953 1.19900  0.13
H -3.80120 4.28088 2.42037  0.12
H -3.81348 1.25943 2.81218  0.08
H -5.20001 2.35689 3.00541  0.11
H -4.08530 1.65614 5.18709  0.12
H -4.21069 3.40020 4.95660  0.12
H -2.01347 1.14310 6.21929  0.08
H -2.14806 2.82120 6.79642  0.08
H -0.67309 2.27726 5.96093  0.08
Te 2.01779 -0.44849 -3.04461  1.26
C 1.66446 -1.19420 -5.00572  -0.56
C 2.22822 -0.54365 -6.09950  -0.18
C 2.02407 -1.01769 -7.38839  -0.11
C 1.25520 -2.15396 -7.59994  -0.12
C 0.68250 -2.80452 -6.51608  -0.11
C 0.88040 -2.32127 -5.22918  -0.13
C 3.12661 -2.19749 -2.53231  -0.51
C 4.51005 -2.12995 -2.39963  -0.16
C 5.24201 -3.24959 -2.02803  -0.11
C 4.59904 -4.45526 -1.78011  -0.11
C 3.21884 -4.53370 -1.90364  -0.10
C 2.49293 -3.41061 -2.27880  -0.16
H 2.81325 0.35233 -5.93578  0.08
H 2.46158 -0.49387 -8.23051  0.09
H 1.09372 -2.52568 -8.60534  0.09
H 0.07054 -3.68530 -6.67330  0.09
H 0.41543 -2.82527 -4.39072  0.09
H 5.01168 -1.18375 -2.56160  0.07
H 6.31775 -3.17479 -1.91461  0.09
H 5.16915 -5.32550 -1.47556  0.09
H 2.69222 -5.45606 -1.68900  0.09
H 1.41475 -3.48840 -2.36081  0.08
O -2.18856 -0.24455 2.05190  -0.76
S -1.54726 -0.68767 3.32593  0.55
N -0.76084 -1.92230 3.37624  -0.47
C 3.81457 -1.12416 0.72051  -0.40
O 2.88266 -0.37018 0.07466  -0.65
H 3.58696 -2.21649 0.74069  0.05
H 3.96029 -0.84256 1.78979  0.05
H 4.83758 -1.07847 0.27284  0.05
N -0.45658 -4.00749 1.51209  0.12
C 0.32101 -4.15496 0.40977  -0.17
N 0.12062 -5.26881 -0.25083  0.11
C -0.87273 -5.91039 0.46525  -0.25
C -1.49902 -7.13621 0.24028  -0.04
C -2.47897 -7.53988 1.12757  -0.13
C -2.84184 -6.74583 2.22867  -0.13
C -2.23289 -5.52846 2.47006  -0.02
C -1.24648 -5.12646 1.57365  -0.20
H -0.50063 -3.19850 2.16913  0.04
H 1.04214 -3.40092 0.12695  0.11
H -1.22098 -7.74566 -0.61048  0.10
H -2.98405 -8.48650 0.97515  0.08
H -3.61714 -7.09604 2.89951  0.08
H -2.50697 -4.90800 3.31348  0.10